[1]
Below is an isolated molecule of C19H22N2S, with properties calculated with ωB97M-V/def2-TZVPD.

Each line ends with the Mulliken charge.
Geometry (Å):
C  4.2328  2.2476  -2.1070  -1.129
C  3.4166  2.2958  -0.8139  -0.962
C  3.5374  0.9957  -0.0712  0.338
C  4.5794  0.7842  0.8225  -0.513
C  4.7266  -0.4421  1.4474  -0.696
C  3.8287  -1.4634  1.2068  -0.707
C  2.7650  -1.2585  0.3311  -0.009
N  1.8743  -2.3106  0.0990  -0.108
C  0.6353  -2.2517  -0.4873  0.199
S  0.2091  -3.4577  -1.5423  -0.438
N  -0.1938  -1.2523  -0.1347  0.247
C  -0.0605  -0.4983  1.1039  -0.408
C  -1.4485  0.0907  1.3623  -0.950
C  -2.3963  -0.8303  0.5819  0.597
C  -3.7277  -0.2173  0.2521  0.154
C  -4.9002  -0.8288  0.6769  -0.433
C  -6.1348  -0.2783  0.3814  -0.601
C  -6.2147  0.8957  -0.3464  -0.407
C  -5.0528  1.5134  -0.7764  -0.780
C  -3.8203  0.9613  -0.4795  -0.365
C  -1.5482  -1.1783  -0.6455  -1.151
C  2.6394  -0.0327  -0.3163  0.062
H  5.2820  2.0670  -1.8849  0.328
H  4.1479  3.1881  -2.6462  0.378
H  3.8766  1.4450  -2.7487  0.327
H  2.3699  2.4905  -1.0573  0.323
H  3.7803  3.1136  -0.1886  0.414
H  5.2833  1.5790  1.0202  0.422
H  5.5477  -0.6034  2.1301  0.383
H  3.9424  -2.4218  1.6913  0.468
H  2.3056  -3.2217  0.0026  0.306
H  0.2523  -1.1735  1.9082  0.400
H  0.6969  0.2861  1.0136  0.208
H  -1.5082  1.1049  0.9677  0.338
H  -1.6855  0.1233  2.4238  0.355
H  -2.5559  -1.7452  1.1610  0.399
H  -4.8466  -1.7472  1.2441  0.350
H  -7.0359  -0.7683  0.7197  0.376
H  -7.1768  1.3272  -0.5790  0.381
H  -5.1068  2.4293  -1.3466  0.368
H  -2.9248  1.4574  -0.8253  0.271
H  -1.6142  -0.3920  -1.4052  0.233
H  -1.8276  -2.1285  -1.1030  0.456
H  1.8509  0.1059  -1.0422  0.574

Output
- LUMO: 0.67 eV
- Largest force on an atom: 0.6 eV/A
- Total charge: 0
- E: -33876.360 eV
- SMILES: CCc1cccc(NC(=S)N2CC[C@@H](c3ccccc3)C2)c1

=====

[2]
Below is an isolated molecule of C19H22N2S, with properties calculated with ωB97M-V/def2-TZVPD.

Each line ends with the Mulliken charge.
Geometry (Å):
C  2.8455  -0.8673  1.9181  -1.690
C  1.4204  -0.4820  2.3205  -0.170
C  0.7675  -1.6252  3.0857  -0.259
C  -0.6942  -1.6148  3.4092  -0.648
C  -0.1461  -2.6295  2.4511  -0.412
N  0.6063  -0.0097  1.2044  1.107
C  0.7509  -0.6203  -0.1036  -1.121
C  1.1093  0.3603  -1.1957  0.374
C  0.6432  0.1407  -2.4857  -0.182
C  0.9672  1.0125  -3.5092  -0.823
C  1.7574  2.1198  -3.2536  -0.435
C  2.2263  2.3454  -1.9710  -0.898
C  1.9078  1.4692  -0.9489  -0.300
C  -0.1012  1.1328  1.3577  -0.155
S  0.0462  2.1489  2.6656  -0.382
N  -0.9239  1.5667  0.3514  0.179
C  -1.7882  0.8654  -0.4869  0.373
C  -2.1724  1.4548  -1.6905  -0.428
C  -3.0330  0.7943  -2.5437  -0.627
C  -3.5276  -0.4571  -2.2100  -0.577
C  -3.1734  -1.0325  -1.0024  -0.716
C  -2.3140  -0.3767  -0.1387  -0.255
H  3.4647  -0.8841  2.8114  0.476
H  2.8884  -1.8578  1.4686  0.484
H  3.2677  -0.1414  1.2279  0.297
H  1.4877  0.3729  3.0067  0.261
H  1.4269  -1.9989  3.8602  0.504
H  -1.2911  -0.8043  3.0193  0.073
H  -1.0084  -1.9412  4.3884  0.329
H  -0.0764  -3.6560  2.7794  0.350
H  -0.3898  -2.5336  1.4054  0.026
H  -0.1670  -1.1429  -0.3998  0.063
H  1.5406  -1.3694  -0.0317  0.752
H  0.0165  -0.7165  -2.6882  0.407
H  0.5947  0.8297  -4.5062  0.419
H  2.0050  2.8058  -4.0500  0.408
H  2.8419  3.2079  -1.7625  0.411
H  2.2701  1.6649  0.0498  0.331
H  -1.0974  2.5626  0.4043  0.336
H  -1.7809  2.4275  -1.9491  0.420
H  -3.3178  1.2565  -3.4771  0.405
H  -4.1963  -0.9735  -2.8815  0.415
H  -3.5744  -1.9955  -0.7218  0.434
H  -2.0788  -0.8084  0.8227  0.444

Output
- LUMO: 0.70 eV
- Largest force on an atom: 0.7 eV/A
- Total charge: 0
- E: -33875.168 eV
- SMILES: C[C@H](C1CC1)N(Cc1ccccc1)C(=S)Nc1ccccc1

=====

[3]
Below is an isolated molecule of C19H22N4O4S, with properties calculated with ωB97M-V/def2-TZVPD.

Each line ends with the Mulliken charge.
Geometry (Å):
C  2.4236  6.1862  0.2496  -1.344
C  1.7419  4.9163  0.7417  -0.600
C  2.7027  3.7236  0.8543  -0.128
C  3.6718  3.8630  2.0335  -0.533
C  4.6790  2.7201  2.0857  -1.203
N  1.9464  2.4816  0.9715  -0.097
C  1.0997  2.1970  1.9873  0.356
O  0.8385  2.9706  2.8890  -0.655
C  0.4711  0.8421  1.9109  0.521
C  -0.7924  0.6843  2.4734  -0.934
C  -1.4401  -0.5325  2.4318  -0.884
C  -0.8181  -1.6329  1.8458  0.171
N  -1.4577  -2.8643  1.7663  -0.285
S  -1.3681  -3.7692  0.3466  1.226
O  -2.5155  -4.6218  0.3851  -0.726
O  -0.0695  -4.3529  0.2265  -0.651
C  -1.5561  -2.4982  -0.8985  0.155
C  -2.7743  -1.8482  -0.9903  -0.538
C  -2.9422  -0.7805  -1.8607  -1.190
C  -1.8475  -0.3967  -2.6134  0.851
N  -1.6731  0.6058  -3.5353  -0.099
C  -0.3815  0.5938  -4.0327  0.084
O  0.0925  1.3408  -4.8467  -0.608
N  0.2504  -0.4527  -3.3863  -0.121
C  -0.6138  -1.0764  -2.5180  0.540
C  -0.4526  -2.1399  -1.6538  -0.627
C  0.4686  -1.4960  1.3296  -0.538
C  1.1010  -0.2691  1.3563  -0.277
H  2.9150  6.0137  -0.7061  0.330
H  3.1663  6.5364  0.9610  0.326
H  1.6867  6.9745  0.1173  0.398
H  1.2824  5.0874  1.7148  0.284
H  0.9481  4.6443  0.0409  0.421
H  3.2792  3.6458  -0.0752  0.479
H  3.0903  3.8852  2.9550  0.282
H  4.2044  4.8092  1.9394  0.412
H  5.2556  2.6714  1.1632  0.323
H  4.1731  1.7679  2.2304  0.216
H  5.3690  2.8651  2.9130  0.400
H  2.0584  1.7998  0.2413  0.217
H  -1.2573  1.5415  2.9362  0.463
H  -2.4266  -0.6411  2.8587  0.344
H  -2.3774  -2.9053  2.1779  0.322
H  -3.5930  -2.1981  -0.3827  0.468
H  -3.8870  -0.2683  -1.9425  0.392
H  -2.3699  1.2668  -3.8342  0.170
H  1.2026  -0.7199  -3.5686  0.168
H  0.4677  -2.6899  -1.5552  0.476
H  0.9597  -2.3675  0.9291  0.766
H  2.1089  -0.1963  0.9728  0.477

Output
- LUMO: 0.22 eV
- Largest force on an atom: 0.9 eV/A
- Total charge: 0
- E: -45047.595 eV
- SMILES: CCC(CC)NC(=O)c1ccc(NS(=O)(=O)c2ccc3[nH]c(=O)[nH]c3c2)cc1

=====

[4]
Below is an isolated molecule of C19H22N4O4S in a non-equilibrium geometry, with properties calculated with ωB97M-V/def2-TZVPD.

Each line ends with the Mulliken charge.
Geometry (Å):
C  2.2538  -3.0212  -2.7544  -1.000
C  0.7703  -2.5228  -2.7010  -0.639
S  0.1946  -1.9853  -1.0577  1.493
O  1.3180  -2.0977  -0.1245  -0.660
O  -0.9941  -2.7704  -0.7025  -0.760
N  -0.3365  -0.4019  -1.3492  -0.294
C  0.5426  0.6117  -1.0470  0.414
N  1.7688  0.6091  -1.6478  -0.353
C  2.6285  1.5574  -1.2654  0.332
C  3.9530  1.5417  -1.8962  -0.476
C  4.8677  2.6064  -1.6106  -0.710
C  4.4363  3.5955  -0.7016  -0.418
C  3.2349  3.5193  0.0146  -0.479
C  2.2954  2.5561  -0.2842  0.468
N  1.0878  2.5554  0.3361  -0.619
C  0.1920  1.6103  -0.0306  0.126
N  -0.9595  1.5867  0.7945  0.343
C  -1.4989  0.3456  1.2389  -0.784
C  -0.7097  -0.4054  2.0506  0.627
C  -1.2280  -1.4472  2.8331  0.072
O  -0.4801  -2.1862  3.6260  -0.515
C  0.1992  -3.3211  3.0496  -0.539
C  -2.5619  -1.8436  2.6218  -0.758
C  -3.3742  -1.0614  1.7746  -1.079
C  -2.8786  0.0607  1.0491  0.723
C  -3.8333  0.8186  0.0854  -0.992
C  -4.0110  2.3920  0.5434  -0.282
O  -4.8484  3.1213  -0.3569  -0.544
H  2.5599  -3.3288  -3.7227  0.440
H  2.4182  -3.8964  -2.0618  0.281
H  3.0067  -2.2062  -2.4906  0.182
H  0.6388  -1.7642  -3.4986  0.356
H  0.2268  -3.5109  -2.8798  0.339
H  -1.2319  -0.3145  -0.8642  0.199
H  4.2602  0.7790  -2.6188  0.377
H  5.7652  2.7861  -2.1151  0.441
H  5.0106  4.4903  -0.5673  0.380
H  3.0795  4.3749  0.7788  0.278
H  -0.7655  2.2385  1.5579  0.403
H  0.3675  -0.0997  2.0819  0.399
H  0.9831  -3.6334  3.7296  0.288
H  0.6941  -3.0406  2.1613  0.144
H  -0.4976  -4.1480  2.8898  0.270
H  -2.9833  -2.6684  3.1663  0.525
H  -4.4986  -1.1357  1.6417  0.259
H  -3.3197  0.8172  -0.9237  0.331
H  -4.7892  0.3634  0.0096  0.594
H  -3.0758  2.8553  0.6345  0.284
H  -4.5430  2.4522  1.6192  0.193
H  -5.3344  2.5662  -1.0161  0.341

Output
- LUMO: -0.49 eV
- Largest force on an atom: 4.3 eV/A
- Total charge: 0
- E: -45042.948 eV
- SMILES: CCS(=O)(=O)Nc1nc2ccccc2nc1Nc1cc(OC)ccc1CCO

=====

Highest occupied orbital energy? In order: -7.89 -7.87 -8.84 -8.48 eV.
Gap between HOMO and LUMO? In order: 0.3148 0.3150 0.3329 0.2934 Ha.
ΔE to the lowest compared entry with this formula, charge and spin? In order: 0.070 1.262 0.409 5.056 eV.